Entry from the Open Molecules 2025 dataset: a 4-piece molecular cluster, H10NO3 overall at a distorted geometry (ωB97M-V with the def2-TZVPD basis set).

Bonds (Å) are listed after each position.
Geometry (Å):
1 O -1.13 0.01 2.58  H6 0.965, H7 0.966
2 H 0.34 1.78 -2.97  O10 0.963
3 H -1.08 2.27 -2.68  O10 0.962
4 H 0.39 0.25 -0.21  N9 1.029
5 H 1.58 1.14 0.35  N9 1.021
6 H -2.02 -0.37 2.57  O1 0.965
7 H -1.00 0.18 3.52  O1 0.966
8 H -0.77 -1.99 -1.05  O11 0.964
9 N 1.11 0.26 0.52  H4 1.029, H5 1.021, H13 1.024, H14 1.022
10 O -0.30 1.90 -2.26  H2 0.963, H3 0.962
11 O 0.16 -2.12 -0.85  H8 0.964, H12 0.963
12 H 0.38 -2.95 -1.29  O11 0.963
13 H 0.69 0.22 1.46  N9 1.024
14 H 1.64 -0.59 0.32  N9 1.022

Calculated values
total energy = -7789.0343 eV
orbital gap = 0.4401 hartree
charge = +1
highest occupied orbital energy = -15.27 eV
energy above the lowest of the compared OMol25 structures with the same formula, charge and spin = 14.8 kcal per mole

natural (NBO) charges, unit e, in atom order: O -0.978; H 0.481; H 0.492; H 0.469; H 0.448; H 0.497; H 0.490; H 0.487; N -0.872; O -0.971; O -0.982; H 0.498; H 0.476; H 0.464